The following is a DFT calculation (wB97M-V/def2-TZVPD) of a 2-piece molecular cluster, C29H58Cl2F2I2N3O8P overall at a distorted geometry.

Properties
strongest force on any atom	4.60	eV/A
E	-107836.313	eV

Last column: Mulliken charge in e.
Atoms and positions in Å:
C  -2.75951  2.01639  0.33260  -1.625
H  5.80333  -2.96242  1.58080  0.430
H  2.25201  5.75879  3.49328  0.283
F  -2.94647  -0.78749  -4.10687  -0.445
H  -2.91462  4.15802  3.25932  0.181
H  -1.17365  -1.95216  0.67481  -0.044
H  -4.01664  2.28275  4.37692  0.377
H  -0.17403  -1.48459  -4.84480  -0.111
H  2.59086  6.26805  5.14068  0.143
H  -0.09490  -5.55636  -3.41703  0.837
H  2.48517  -5.90706  -0.18766  0.517
H  -2.61995  -2.38245  -0.75858  0.329
N  1.85743  -0.15315  -2.92807  -0.494
H  -3.55648  2.90284  5.97014  0.356
H  -0.52151  3.39334  -6.23117  0.347
H  1.56445  -1.15919  0.91119  0.202
N  -2.66478  -2.59257  -1.74676  -0.177
H  -1.19871  -0.21954  0.95567  -0.192
H  1.00229  7.65603  6.02138  0.163
O  0.51679  4.55380  5.30910  -0.274
O  -0.39804  -2.83952  -2.63148  -0.085
C  -0.52600  2.49418  -4.26741  0.342
H  -3.52826  -2.18209  -2.08084  0.393
C  -1.57694  -2.02422  -2.49774  -0.631
H  0.64840  -0.30251  2.16883  0.394
H  1.49583  -1.07756  -3.14873  0.374
O  -0.54159  3.89396  3.10752  -0.546
C  -1.83671  -6.68578  -0.67499  -1.413
H  -2.51447  1.49583  1.25500  0.395
H  -0.86516  1.55768  -0.44521  0.277
H  -2.10609  -5.75712  -0.17738  0.220
H  0.70185  4.05518  -5.15573  0.290
H  0.77811  1.37157  -1.95326  0.256
O  -1.88894  4.81849  4.94691  -0.354
C  -0.64612  -6.50221  -1.59725  0.978
H  1.61412  -5.25062  -2.21412  0.841
H  3.70006  5.16150  4.31288  0.410
N  -0.15247  -0.76211  -0.81741  0.198
I  -4.86038  1.88138  -0.03273  -0.025
H  -0.35352  8.37418  6.90823  0.411
C  0.63137  -1.13818  1.47002  -1.441
C  1.34452  -4.22449  -1.96783  -2.353
H  -1.01108  4.50574  -4.92011  0.411
P  -0.49474  4.95072  4.12813  0.725
C  2.25233  -4.97554  0.33307  -0.351
H  -2.55920  3.06907  0.51921  0.688
Cl  -2.40260  -5.28955  -3.26946  -0.196
H  -2.01436  2.36015  -1.59646  0.074
H  4.16092  -2.40379  1.24288  0.121
H  -1.54515  -7.39111  0.10564  0.448
C  0.70672  0.74561  -2.84560  0.061
H  -2.94870  0.43067  -2.26284  0.838
H  -0.86448  2.87250  -3.30075  -0.140
C  -0.76184  -5.32279  -2.59221  -0.205
H  -2.69016  -7.11567  -1.18869  0.416
H  5.79822  -3.06863  -1.18860  0.285
H  -1.48836  -1.54061  -5.97282  0.497
C  1.87722  4.23534  4.98757  -0.264
O  -0.41999  6.52376  4.08168  -0.293
H  -1.94786  7.14187  5.37046  0.235
C  -2.29280  0.21479  -1.42628  -1.192
H  1.41113  -5.08871  1.01287  0.199
C  -2.11560  -1.88734  -3.95521  -0.425
H  -0.99136  8.38025  4.60557  0.354
H  -2.32588  2.24242  4.90945  0.257
O  4.60432  -4.35018  0.62211  -0.379
O  3.35779  -4.72838  2.44526  -0.588
C  -0.60386  -1.02678  0.53519  0.943
C  -0.32971  3.70796  -5.20771  -1.381
C  -0.03875  7.51813  6.31040  -0.967
H  1.57460  -2.98613  -0.16081  -0.909
H  2.28066  -0.25449  -2.01062  0.278
H  0.53664  -2.02381  2.09859  0.433
C  5.48661  -2.33739  -0.44634  -1.011
H  6.36253  -1.72705  -0.21974  0.402
C  -1.09672  -2.00933  -5.07021  -1.064
C  -1.87761  1.58487  -0.84680  -0.133
F  -0.56486  -3.98838  -0.60988  -0.381
H  3.04482  -3.49643  -0.94361  0.394
H  2.32925  3.88078  5.91272  0.322
C  -1.09938  -0.63189  -1.89005  -0.759
H  -0.86418  -3.05319  -5.26608  0.265
C  2.65170  5.42473  4.45372  -0.906
H  -2.89344  -0.29753  -0.67621  0.617
Cl  -0.45403  -7.99046  -2.60168  -0.204
H  1.74767  -3.60237  -2.76671  0.213
H  -0.10043  6.62991  6.93781  0.281
H  0.64127  -1.33499  -1.05705  0.078
C  2.04215  -3.82654  -0.66616  1.239
H  4.75814  -1.64842  -0.87325  0.109
C  -3.24639  2.82587  4.92699  -1.196
I  1.44523  0.84975  -5.85486  0.004
C  0.79109  1.77688  -4.01126  -1.128
H  -2.75095  -2.77015  -4.06246  0.756
C  -3.02942  4.20543  4.34177  -0.084
C  -0.93067  7.40811  5.09525  -0.149
C  4.99777  -2.98135  0.84895  -0.064
C  -0.20506  -4.02136  -1.95342  0.887
H  1.89844  3.41006  4.27207  0.234
H  -3.89300  4.84020  4.54967  0.306
H  -1.22537  1.79200  -4.71125  0.246
C  3.42505  -4.66945  1.24645  0.022
H  1.60063  2.45485  -3.74858  0.743
O  -0.52306  0.08325  -3.01354  0.465
H  0.26750  -6.41643  -1.01843  -0.211

Cartesian forces (eV/Å) of the 6 atoms listed first:
C 0.7 0.5 -0.1
H -0.1 -0.1 0.2
H 0.0 0.0 0.0
F 0.1 0.2 0.1
H 0.1 0.0 0.0
H -0.1 0.0 -0.3

The following is a DFT calculation (wB97M-V/def2-TZVPD) of a 2-piece molecular cluster, CH3ClFNS overall at a distorted geometry.

Properties
strongest force on any atom	3.89	eV/A
E	-28647.699	eV
energy relative to the best compared isomer or geometry (same formula, charge and spin)	57.89	kcal per mole

Last column: Mulliken charge in e.
Atoms and positions in Å:
S  -0.21162  -0.70041  -0.77556  0.366
H  -0.39905  1.61515  0.45968  0.333
N  0.30041  -1.83935  0.13707  -0.381
H  1.05740  0.55782  0.96124  0.211
H  0.30948  -2.74420  -0.21143  0.289
F  1.33391  1.57063  -0.65107  -0.244
C  0.37627  0.94964  0.13059  -0.122
Cl  -2.76681  0.59072  -0.05051  -0.452

Cartesian forces (eV/Å) of the 6 atoms listed first:
S -0.8 1.2 1.0
H -0.6 0.0 -0.4
N 0.3 3.7 1.0
H -1.7 0.1 -0.6
H -0.5 -2.1 -1.3
F -1.0 -0.1 -0.6